1:
A cluster of 2 separate species, C3H4BrF in total, computed with wB97M-V/def2-TZVPD.

Calculated values
HOMO energy (spin up / spin down) = -9.87 / -9.88 eV
LUMO energy (spin up / spin down) = -0.09411 / -0.09410 Ha

The geometry in ORCA input format:
```
! wB97M-V def2-TZVPD RIJCOSX def2/J DEFGRID3
* xyz 0 1
C 0.7354 -0.8749 0.0413
H 0.6988 -1.5135 -0.8382
Br 2.6322 -0.1339 0.0922
F -2.0843 -1.4411 -0.0205
H -0.0802 2.2958 -0.0528
H 0.6281 -1.4511 0.9595
C -0.1311 0.2244 -0.0264
H -1.7356 1.5124 -0.0964
C -0.6634 1.3820 -0.0586
*
```

And the Löwdin charges, in e, turn out to be: -0.51 0.09 0.63 -0.53 0.10 0.09 -0.08 0.11 0.09


2:
A cluster of 2 separate species, C3H4BrF in total, computed with wB97M-V/def2-TZVPD.

Calculated values
HOMO energy = -9.11 eV
LUMO energy = -0.00956 Ha

The geometry in ORCA input format:
```
! wB97M-V def2-TZVPD RIJCOSX def2/J DEFGRID3
* xyz 0 1
H -1.3849 -1.8472 0.8950
Br 3.1715 -1.1066 -0.4720
H -0.4333 -0.3955 -1.5153
C 1.5546 -0.6728 -1.5098
C -0.9796 -0.8259 1.1084
H -0.2251 -0.5929 1.9223
H 1.8623 -0.2863 -2.4459
C 0.3016 -0.6581 -0.8756
F -1.9262 0.0481 0.8617
*
```

And the Löwdin charges, in e, turn out to be: 0.09 0.51 -0.03 -0.60 -0.02 0.10 0.01 -0.05 -0.01


1 ends up most stable, edging out the next structure by 0.184 eV.


1:
A cluster of 2 separate species, C3H4BrF in total, computed with wB97M-V/def2-TZVPD.

Calculated values
HOMO energy = -8.81 eV
LUMO energy = -0.03198 Ha

The geometry in ORCA input format:
```
! wB97M-V def2-TZVPD RIJCOSX def2/J DEFGRID3
* xyz 0 1
C 0.8397 -0.8182 -0.3854
H 0.8439 -1.6891 0.1872
Br -3.9593 -0.0925 -0.0196
H -2.4209 1.5629 -0.9000
H 1.1308 0.4595 1.3282
F 1.0203 1.4885 -0.2623
C 1.0652 0.2743 0.2988
H 0.8825 -0.6407 -1.3843
C -2.6883 1.1244 0.1645
*
```

And the Löwdin charges, in e, turn out to be: 0.04 0.05 0.64 -0.05 0.10 0.00 -0.23 0.04 -0.58


2:
The molecule C3H4BrF, computed with wB97M-V/def2-TZVPD.

Calculated values
HOMO energy = -9.34 eV
SMILES = FC/C=C/Br
LUMO energy = 0.03452 Ha

The geometry in ORCA input format:
```
! wB97M-V def2-TZVPD RIJCOSX def2/J DEFGRID3
* xyz 0 1
H -0.2191 1.6181 -0.1466
C -1.0787 -0.5733 -0.3613
H -1.1632 -0.1114 -1.3255
H 1.5782 -0.8202 0.6826
C 1.1631 0.2044 0.5177
F -0.6464 -1.8392 -0.3951
C -0.0362 0.5200 -0.0166
H -2.0262 -0.5527 0.1578
Br 2.4285 1.5543 0.8871
*
```

And the Löwdin charges, in e, turn out to be: 0.11 -0.25 0.10 0.07 -0.62 0.00 -0.18 0.12 0.65


2 ends up most stable, edging out the next structure by 3.806 eV.


1:
The molecule C3H5NO2S, computed with wB97M-V/def2-TZVPD.

Calculated values
HOMO energy = -8.74 eV
SMILES = C=NOC(=S)OC
LUMO energy = 0.01548 Ha

The geometry in ORCA input format:
```
! wB97M-V def2-TZVPD RIJCOSX def2/J DEFGRID3
* xyz 0 1
H -0.7306 1.6821 1.1755
H -2.3870 -1.8521 0.7320
H -1.4052 2.1497 -0.3999
C -0.4728 2.1134 0.2227
C -2.5816 -1.1042 -0.0177
H 0.0300 3.0750 0.3704
C 0.6610 0.0192 -0.0148
O -0.4831 -0.6545 0.3956
O 0.5290 1.2646 -0.3404
N -1.5795 -0.3177 -0.3663
H -3.5132 -1.0464 -0.5770
S 2.0660 -0.8022 -0.0199
*
```

And the Löwdin charges, in e, turn out to be: 0.09 0.08 0.10 -0.04 0.05 0.10 -0.94 -0.15 -0.10 -0.01 0.08 0.74


2:
A cluster of 2 separate species, C3H5NO2S in total, computed with wB97M-V/def2-TZVPD.

Calculated values
HOMO energy (spin up / spin down) = -7.80 / -7.82 eV
LUMO energy (spin up / spin down) = -0.01827 / -0.02031 Ha

The geometry in ORCA input format:
```
! wB97M-V def2-TZVPD RIJCOSX def2/J DEFGRID3
* xyz 0 1
O -0.7027 -1.9836 0.6518
H 1.5690 -1.4029 1.1921
C -0.8402 -0.9317 0.0730
H -0.9822 1.4295 -1.1339
O -1.1616 -0.9981 -1.2505
C 1.6630 -0.5273 0.4200
C -0.5170 0.3776 0.5689
H -1.1306 -0.2142 -1.7171
N -0.6637 1.5573 -0.1433
H -0.2484 0.4266 1.5701
S 2.9069 0.1307 -0.3543
H 0.1074 2.1360 0.1232
*
```

And the Löwdin charges, in e, turn out to be: 0.06 0.06 -0.60 0.12 0.12 -0.56 -0.14 0.04 0.08 0.10 0.63 0.09


1 ends up most stable, edging out the next structure by 0.456 eV.